C8H10N2V | ωB97M-V/def2-TZVPD

```
21
Properties=species:S:1:pos:R:3:forces:R:3:mulliken_spin:R:1
V 0.434369 0.796643 0.108488 -0.1 0.4 0.8 2.06
N -0.882024 1.253744 3.045394 0.4 -0.2 -0.4 0.05
N 1.850424 1.741262 0.245117 1.5 1.8 -0.2 -0.05
C -0.189883 -1.830343 0.633075 0.1 -0.7 -0.8 0.01
C 0.926551 -0.934758 -1.189479 0.2 -1.3 0.8 0.04
C 1.072191 -1.393872 1.091099 1.3 -0.9 -1.0 -0.06
C -0.358541 1.045252 2.019682 -1.2 0.6 1.2 -0.06
C -2.096546 0.558274 -0.448882 -1.5 0.2 -0.5 0.79
C -0.297655 -1.536374 -0.750590 0.8 -0.9 0.4 0.10
C 1.807335 -0.894762 -0.042453 -0.7 -2.0 0.0 -0.02
C -1.195798 1.484226 -1.033799 -0.1 1.6 -0.3 0.27
H 2.868747 -0.736896 -0.078865 0.0 0.5 0.1 -0.01
H 1.201547 -0.712018 -2.209960 0.0 0.1 0.0 0.02
H -1.127288 -1.814598 -1.395057 0.1 0.3 0.2 0.02
H -0.786433 1.429201 -2.061276 -0.6 -0.2 0.4 -0.01
H 1.493653 -1.562878 2.083420 -0.2 0.3 -0.3 0.04
H -2.543156 -0.247292 -1.053195 0.3 0.3 0.4 -0.17
H 2.445285 2.527416 -0.039610 -0.3 -0.3 0.1 0.04
H -2.637819 0.793460 0.484053 0.5 -0.1 -0.5 -0.09
H -1.103913 2.502517 -0.596107 -0.3 -0.5 -0.4 0.02
H -0.881047 -2.468204 1.188946 -0.1 0.7 0.0 0.01
```
Positions in Å, forces in eV/Å.

Results
- HOMO energy (alpha / beta): 0.097 / 0.015 Ha
- Charge: -2
- Maximum force: 0.046 Eh/bohr
- Multiplicity: 4
- Gap between HOMO and LUMO (alpha / beta): 0.1259 / 0.2031 Ha
- E_LUMO (alpha / beta): 6.1 / 5.9 eV